(1)
DFT (ωB97M-V/def2-TZVPD) results for a structure of composition C23H24ClMnN3O3S3 at a distorted geometry.

Last column: Mulliken spin population.
Element x y z (Å)
Mn (-0.805, -0.081, 0.898)  3.859
C (4.152, -3.943, -0.472)  0.000
C (4.002, -2.687, -1.320)  0.000
S (2.556, -1.656, -0.868)  0.007
C (3.334, -0.129, -0.242)  0.009
C (4.091, -0.289, 1.063)  -0.004
S (2.971, -0.535, 2.490)  0.007
C (3.576, -2.128, 3.138)  0.001
C (3.382, -3.311, 2.196)  -0.003
S (4.871, -3.648, 1.180)  0.000
H (4.854, -4.621, -0.959)  0.000
H (3.196, -4.451, -0.350)  0.000
H (3.851, -2.974, -2.361)  0.000
H (4.888, -2.058, -1.256)  0.000
H (2.494, 0.556, -0.108)  0.009
H (3.995, 0.248, -1.025)  0.000
H (4.666, 0.618, 1.257)  0.000
H (4.767, -1.141, 1.031)  0.000
H (2.999, -2.274, 4.051)  0.000
H (4.627, -2.005, 3.402)  0.000
H (2.546, -3.149, 1.519)  0.001
H (3.191, -4.210, 2.781)  0.001
N (-0.688, -0.873, -1.109)  -0.026
C (-1.761, -0.206, -1.807)  -0.026
C (-1.702, 0.163, -3.125)  -0.002
C (-2.808, 0.786, -3.731)  0.001
C (-3.969, 0.997, -3.038)  0.000
C (-4.063, 0.635, -1.676)  -0.016
C (-5.214, 0.819, -0.875)  0.004
C (-5.177, 0.475, 0.451)  0.002
C (-3.982, -0.010, 1.004)  0.021
N (-2.897, -0.202, 0.285)  0.042
C (-2.928, 0.072, -1.048)  -0.009
H (-0.921, -1.866, -0.986)  0.009
H (0.182, -0.849, -1.650)  -0.009
H (-0.810, -0.026, -3.706)  0.000
H (-2.733, 1.082, -4.766)  0.000
H (-4.826, 1.444, -3.518)  0.000
H (-6.110, 1.224, -1.322)  0.000
H (-6.038, 0.590, 1.090)  0.000
H (-3.915, -0.254, 2.057)  -0.001
O (0.500, -3.210, 3.297)  0.055
C (0.217, -2.376, 2.536)  0.084
N (-0.024, -1.563, 1.695)  -0.021
Cl (-0.760, 5.251, -2.715)  0.000
C (-1.028, 4.353, -1.272)  -0.004
C (-2.033, 4.735, -0.391)  0.002
C (-2.247, 3.998, 0.758)  0.001
C (-1.470, 2.878, 1.038)  0.016
C (-0.451, 2.516, 0.155)  -0.002
C (-0.224, 3.253, -0.996)  0.020
C (-1.780, 2.063, 2.282)  -0.004
O (-2.584, 2.454, 3.094)  0.002
O (-1.155, 0.920, 2.344)  0.001
H (-2.637, 5.603, -0.606)  0.000
H (-3.019, 4.280, 1.459)  0.000
H (0.267, 1.710, 0.415)  -0.029
H (0.583, 3.001, -1.667)  0.001

Output
net charge	+1
HOMO (alpha / beta)	-10.55 / -10.55	eV
F_max	2.18	eV/A
energy relative to the best compared isomer or geometry (same formula, charge and spin)	44.2	kcal/mol
multiplicity	5
molar mass	577.1	g/mol
frontier orbital gap (alpha / beta)	4.94 / 6.40	eV

=====

(2)
DFT (ωB97M-V/def2-TZVPD) results for a cluster of 3 separate species, C23H24FN2O10 in total at a distorted geometry.

Last column: Mulliken charge in e.
Element x y z (Å)
C (6.590, -2.277, 0.806)  -1.109
C (5.866, -1.937, -0.574)  -0.348
C (5.241, -0.507, -0.534)  -0.509
F (6.038, 0.346, 0.277)  -0.416
C (3.689, -0.403, -0.217)  1.935
C (2.919, 0.017, -1.532)  -1.867
O (3.648, 0.857, 0.561)  -0.546
C (3.519, 0.558, 1.926)  0.528
O (3.236, 1.279, 2.806)  -0.533
O (3.761, -0.840, 2.016)  -0.536
C (2.981, -1.295, 0.847)  1.554
C (3.091, -2.833, 0.931)  -1.558
C (2.221, -3.550, -0.267)  0.450
C (2.783, -3.224, -1.805)  -1.172
O (1.453, -2.673, -1.101)  -0.330
C (1.495, -0.874, 1.329)  0.024
O (0.729, -0.176, 0.645)  -0.570
O (1.169, -1.268, 2.503)  -0.780
H (5.851, -2.250, 1.641)  0.232
H (7.019, -3.308, 0.728)  0.345
H (7.418, -1.557, 1.010)  0.330
H (5.164, -2.757, -0.844)  0.079
H (6.684, -1.945, -1.344)  0.427
H (5.366, -0.084, -1.569)  0.459
H (1.834, -0.208, -1.501)  0.091
H (3.081, 1.126, -1.623)  0.547
H (3.386, -0.437, -2.447)  0.410
H (4.098, -3.296, 0.913)  0.204
H (2.541, -3.196, 1.842)  0.546
H (1.828, -4.609, -0.069)  0.456
H (2.754, -4.377, -1.971)  0.310
H (2.214, -3.047, -2.746)  0.329
C (-1.014, 2.442, 0.729)  -0.478
C (-2.003, 3.368, 1.040)  -0.466
C (-2.821, 3.875, 0.041)  0.091
C (-2.643, 3.443, -1.271)  -0.695
C (-1.650, 2.523, -1.589)  -0.179
C (-0.835, 2.024, -0.583)  -0.212
N (-3.521, 3.955, -2.327)  1.100
O (-4.371, 4.775, -2.014)  -0.636
O (-3.359, 3.532, -3.458)  -0.633
H (-0.379, 2.041, 1.512)  0.467
H (-2.138, 3.693, 2.065)  0.404
H (-3.588, 4.595, 0.297)  0.433
H (-1.504, 2.188, -2.608)  0.449
H (-0.061, 1.304, -0.816)  0.389
C (-4.828, 1.130, -0.100)  0.152
C (-5.983, 1.897, -0.001)  -0.262
C (-7.148, 1.336, 0.501)  -0.440
C (-7.144, 0.007, 0.904)  -0.080
C (-5.997, -0.769, 0.801)  -0.342
C (-4.836, -0.202, 0.296)  -0.634
N (-8.367, -0.582, 1.458)  0.990
O (-9.361, 0.122, 1.516)  -0.612
O (-8.322, -1.740, 1.832)  -0.611
H (-3.919, 1.574, -0.487)  0.113
H (-5.972, 2.935, -0.313)  0.358
H (-8.043, 1.941, 0.575)  0.430
H (-5.993, -1.806, 1.110)  0.439
H (-3.934, -0.796, 0.214)  0.485

Output
net charge	-1
HOMO	-5.28	eV
F_max	4.79	eV/A
energy relative to the best compared isomer or geometry (same formula, charge and spin)	49.3	kcal/mol
multiplicity	1
molar mass	507.4	g/mol
frontier orbital gap	6.57	eV

=====

(3)
DFT (ωB97M-V/def2-TZVPD) results for a structure of composition C23H24InN4O8 at a distorted geometry.

Last column: Mulliken charge in e.
Element x y z (Å)
In (-0.121, 0.709, 0.017)  2.300
O (-3.228, 2.291, -2.505)  -0.839
C (-2.294, 2.207, -1.678)  -0.040
N (-1.184, 1.481, -1.789)  -0.114
C (-0.868, 0.802, -2.972)  -1.135
C (-0.383, -0.596, -2.785)  0.885
C (-0.373, -1.449, -3.914)  -1.081
C (0.100, -2.746, -3.779)  -0.369
C (0.493, -3.188, -2.536)  -1.090
C (0.400, -2.337, -1.482)  -0.669
N (-0.005, -1.031, -1.617)  0.327
C (-2.335, 2.957, -0.367)  0.567
C (-3.298, 3.892, -0.133)  -0.484
C (-3.363, 4.504, 1.167)  -0.348
C (-2.325, 4.236, 2.062)  -0.749
C (-1.374, 3.338, 1.717)  -0.169
N (-1.392, 2.711, 0.543)  0.011
H (-0.009, 1.369, -3.431)  0.217
H (-1.647, 0.706, -3.727)  0.542
H (-0.735, -1.163, -4.873)  0.506
H (0.156, -3.396, -4.647)  0.392
H (0.809, -4.197, -2.372)  0.462
H (0.663, -2.632, -0.506)  0.741
H (-4.068, 4.082, -0.861)  0.488
H (-4.168, 5.292, 1.251)  0.311
H (-2.184, 4.699, 3.037)  0.404
H (-0.591, 3.031, 2.397)  0.382
O (2.049, 2.874, 2.364)  -0.760
C (1.814, 1.707, 2.125)  -0.205
O (0.678, 1.200, 2.021)  -0.712
C (2.943, 0.733, 1.863)  -0.048
C (2.568, -0.722, 2.031)  -0.056
C (3.839, -1.566, 2.156)  -1.035
C (4.475, -1.504, 0.721)  -1.195
C (3.409, -0.712, 0.010)  -0.141
O (2.203, -1.175, 0.706)  -0.138
C (3.564, 0.746, 0.420)  0.283
C (2.944, 1.572, -0.652)  -0.278
O (3.611, 2.356, -1.319)  -0.791
O (1.660, 1.434, -0.875)  -0.684
H (3.717, 0.902, 2.578)  0.765
H (1.718, -0.919, 2.696)  0.512
H (4.530, -1.128, 2.925)  0.384
H (3.601, -2.596, 2.413)  0.335
H (5.487, -1.083, 0.706)  0.408
H (4.586, -2.503, 0.264)  0.282
H (3.204, -0.913, -1.039)  0.794
H (4.630, 1.029, 0.486)  0.573
N (-3.916, -1.825, -0.139)  -0.601
C (-3.381, -2.800, 0.706)  -0.459
C (-2.701, -2.177, 1.911)  -0.679
C (-1.487, -1.369, 1.478)  0.557
O (-0.396, -1.873, 1.588)  -0.584
O (-1.748, -0.265, 0.903)  -0.619
H (-4.363, -2.199, -0.944)  0.248
H (-3.218, -1.169, -0.492)  0.203
H (-2.680, -3.552, 0.215)  0.193
H (-4.183, -3.469, 1.024)  0.451
H (-2.369, -3.030, 2.492)  0.288
H (-3.464, -1.577, 2.437)  0.262

Output
net charge	-1
HOMO	-5.94	eV
F_max	3.21	eV/A
energy relative to the best compared isomer or geometry (same formula, charge and spin)	8.3	kcal/mol
multiplicity	1
molar mass	599.3	g/mol
frontier orbital gap	8.47	eV

=====

(4)
DFT (ωB97M-V/def2-TZVPD) results for a structure of composition C23H24N2O3 at a distorted geometry.

Last column: Mulliken charge in e.
Element x y z (Å)
C (-0.752, -2.580, 1.755)  -1.080
C (-2.049, -2.295, 2.190)  -0.964
H (-2.668, -3.082, 2.047)  0.479
H (-2.101, -2.086, 3.232)  0.467
C (-2.826, -1.268, 1.328)  -0.892
N (-3.097, -1.400, 0.116)  0.803
C (-2.389, -0.867, -0.744)  0.423
O (-2.485, -0.968, -2.214)  -0.725
C (-1.297, 0.263, -0.576)  0.243
C (0.119, -0.152, -0.553)  -0.975
C (1.009, 1.043, -0.169)  -0.051
N (0.655, 2.168, 0.060)  -0.140
C (-0.506, 2.270, 0.077)  0.385
C (-0.808, 3.872, 0.583)  -0.885
C (-2.136, 4.196, 0.458)  -0.435
C (-3.248, 3.304, 0.399)  -0.834
C (-2.885, 1.875, -0.018)  -1.117
C (-1.633, 1.511, -0.038)  0.830
H (-3.623, 1.471, -0.386)  1.012
H (-4.225, 3.745, 0.422)  0.390
H (-2.400, 5.229, 0.765)  0.281
H (-0.124, 4.537, 0.932)  0.513
C (2.489, 0.613, -0.145)  0.599
C (3.365, 1.569, -0.200)  0.069
C (4.792, 1.444, -0.646)  -1.511
C (5.282, -0.009, -0.259)  0.680
C (4.282, -1.245, -0.065)  -0.003
C (2.959, -0.666, -0.068)  0.242
H (2.154, -1.675, 0.244)  -0.101
O (4.973, -2.289, 0.151)  -0.427
C (6.321, -1.830, -0.086)  -0.331
O (6.432, -0.577, -0.360)  -0.279
H (6.867, -2.202, 0.905)  0.234
H (6.719, -2.612, -0.915)  0.227
H (5.478, 1.999, -0.540)  0.630
H (3.100, 2.727, -0.448)  0.200
H (0.395, -1.081, -1.053)  0.758
C (-4.131, -2.165, -0.072)  -1.177
C (-5.443, -1.359, -0.556)  -0.381
C (-6.685, -2.205, -0.855)  -1.442
H (-6.249, -2.955, -1.700)  0.252
H (-6.895, -2.982, 0.082)  0.209
H (-7.579, -1.809, -1.090)  0.482
H (-5.305, -0.825, -1.349)  0.599
H (-5.791, -0.787, 0.261)  0.384
H (-3.678, -2.739, -1.282)  0.356
H (-4.199, -3.053, 0.474)  0.509
H (-2.090, -0.358, 1.661)  0.203
H (-3.800, -0.796, 1.831)  0.218
H (-0.971, -2.751, 0.659)  0.225
H (-0.127, -1.671, 1.765)  0.199
H (-0.349, -3.386, 2.145)  0.653

Output
net charge	0
HOMO	-7.46	eV
F_max	18.61	eV/A
energy relative to the best compared isomer or geometry (same formula, charge and spin)	533.6	kcal/mol
multiplicity	1
molar mass	376.5	g/mol
frontier orbital gap	7.27	eV